Run w
{"formula": "C5H13N3O", "method": "ωB97M-V/def2-TZVPD", "molar_mass_g_mol": 131.179, "lumo_energy_ha": 0.0142, "homo_lumo_gap_ev": 8.08, "multiplicity": 1, "e_homo_ev": -7.690, "symbols": ["C", "C", "C", "C", "N", "C", "N", "N", "O", "H", "H", "H", "H", "H", "H", "H", "H", "H", "H", "H", "H", "H"], "coordinates": [[0.13462, -1.00780, -0.46087], [-0.79018, -1.78315, -1.36557], [0.39043, -1.66870, 0.86070], [1.35571, -0.52551, -1.19656], [0.32741, 1.37974, 0.41943], [-0.98091, 1.23798, 0.47976], [0.83347, 2.57258, 0.96679], [-1.78580, 2.09269, 1.19202], [-1.49180, 0.15718, 0.02583], [1.24890, 2.38098, 1.87723], [1.56630, 2.92884, 0.35919], [-1.38552, 3.01542, 1.30000], [-2.76572, 2.02678, 0.96931], [-0.53688, -1.75816, 1.42742], [2.11242, -0.11290, -0.53303], [-1.11397, -1.17613, -2.21091], [-0.23695, -2.64872, -1.75817], [-1.67600, -2.12987, -0.83809], [0.76369, -2.68680, 0.67865], [1.12123, -1.12683, 1.45798], [1.82174, -1.38472, -1.70261], [1.08779, 0.21710, -1.94849]], "lowdin_charge": [-0.314, -0.073, -0.051, -0.079, -0.060, -0.617, -0.037, 0.142, -0.016, 0.069, 0.062, 0.073, 0.091, 0.093, 0.074, 0.091, 0.096, 0.085, 0.101, 0.082, 0.095, 0.092]}

Run x
{"formula": "C5H13N3O", "method": "ωB97M-V/def2-TZVPD", "molar_mass_g_mol": 131.179, "lumo_energy_ha": [0.0237, 0.0237], "homo_lumo_gap_ev": [7.57, 7.57], "multiplicity": 1, "e_homo_ev": [-6.924, -6.924], "symbols": ["C", "C", "C", "N", "H", "H", "H", "H", "H", "H", "H", "C", "N", "C", "N", "O", "H", "H", "H", "H", "H", "H"], "coordinates": [[1.96479, 0.35838, 0.13837], [1.98498, 1.34593, -1.01648], [-0.16933, -2.01455, 0.89942], [0.11259, -1.20684, -0.08153], [2.54003, -0.52829, -0.11619], [2.50895, 0.72653, 1.01419], [0.59380, -2.74006, 1.14006], [-0.95350, -1.90344, 1.64858], [1.58692, 0.89016, -1.92547], [1.38117, 2.22958, -0.79345], [2.99333, 1.70142, -1.25968], [-2.08909, -0.86812, -1.13036], [-0.89301, -0.29172, -0.49577], [-1.46985, 0.78961, 0.95266], [-0.39336, 1.06814, 1.56247], [-2.64730, 0.79868, 0.99034], [-0.40916, 0.35297, -1.11908], [0.80281, 0.74581, 0.99117], [-0.31776, 1.56465, 2.42311], [-2.58570, -1.50435, -0.40252], [-2.75617, -0.05943, -1.42056], [-1.78514, -1.45506, -1.99927]], "lowdin_charge": [-0.275, -0.220, -0.018, -0.053, 0.041, 0.030, 0.068, 0.079, 0.046, 0.052, 0.053, -0.039, -0.107, -0.465, 0.109, 0.098, 0.125, 0.102, 0.100, 0.087, 0.093, 0.093]}

Quick look at relative energies in hartree: run w 0.0000; run x 0.1077.

Run w
{"formula": "C3H5NO2", "method": "ωB97M-V/def2-TZVPD", "molar_mass_g_mol": 87.078, "smiles": "[H]/N=C/OCC=O", "lumo_energy_ha": 0.0311, "homo_lumo_gap_ev": 10.72, "multiplicity": 1, "e_homo_ev": -9.874, "symbols": ["H", "N", "C", "O", "C", "C", "O", "H", "H", "H", "H"], "coordinates": [[2.22953, 1.22051, 0.43733], [1.49107, 0.52396, 0.48992], [1.25147, 0.02502, -0.64394], [0.24828, -0.84985, -0.87520], [-0.79117, -0.90312, 0.10367], [-1.24922, 0.51862, 0.41949], [-1.25668, 1.00839, 1.51550], [1.76216, 0.23898, -1.58400], [-0.50361, -1.42253, 1.02305], [-1.59935, -1.44301, -0.40419], [-1.58249, 1.08303, -0.48163]], "lowdin_charge": [0.065, 0.139, -0.310, -0.075, -0.145, -0.266, 0.064, 0.134, 0.131, 0.130, 0.133]}

Run x
{"formula": "C3H5NO2", "method": "ωB97M-V/def2-TZVPD", "molar_mass_g_mol": 87.078, "lumo_energy_ha": 0.0141, "homo_lumo_gap_ev": 9.67, "multiplicity": 1, "e_homo_ev": -9.282, "symbols": ["N", "C", "O", "C", "C", "O", "H", "H", "H", "H", "H"], "coordinates": [[-0.68501, -2.52066, -0.58720], [-0.39528, -1.40945, -0.34953], [1.07569, -0.30883, -0.94518], [1.12030, 0.84931, -0.45719], [-0.56674, 1.01942, 0.86619], [-1.16041, -0.08772, 0.82613], [-1.09651, -3.42211, -0.67568], [0.79098, 1.69730, -1.07034], [1.84047, 1.06036, 0.34306], [0.06793, 1.25194, 1.72911], [-0.99141, 1.87044, 0.32063]], "lowdin_charge": [0.212, -0.019, -0.106, -0.223, -0.223, -0.107, 0.092, 0.094, 0.094, 0.093, 0.094]}

Run y
{"formula": "C3H5NO2", "method": "ωB97M-V/def2-TZVPD", "molar_mass_g_mol": 87.078, "smiles": "N#C[C@H](O)CO", "lumo_energy_ha": 0.0098, "homo_lumo_gap_ev": 11.13, "multiplicity": 1, "e_homo_ev": -10.863, "symbols": ["N", "C", "C", "O", "C", "O", "H", "H", "H", "H", "H"], "coordinates": [[1.84659, 1.24447, -1.84259], [1.16891, 0.56547, -1.19757], [0.29424, -0.25727, -0.34521], [-0.95223, -0.51611, -0.99349], [-0.02425, 0.44842, 0.98699], [-1.10743, -0.25602, 1.51967], [0.79875, -1.19634, -0.09224], [-1.03242, -1.45302, -1.21868], [-0.24255, 1.51983, 0.84747], [0.86213, 0.36908, 1.62894], [-1.61174, -0.46851, 0.70671]], "lowdin_charge": [0.165, -0.148, -0.341, -0.022, -0.221, -0.055, 0.158, 0.120, 0.132, 0.133, 0.078]}

Run z
{"formula": "C3H5NO2", "method": "ωB97M-V/def2-TZVPD", "molar_mass_g_mol": 87.078, "lumo_energy_ha": 0.0194, "homo_lumo_gap_ev": 9.15, "multiplicity": 1, "e_homo_ev": -8.619, "symbols": ["O", "C", "C", "N", "C", "O", "H", "H", "H", "H", "H"], "coordinates": [[-0.98268, 0.23872, -1.61248], [-0.52245, -0.56551, -0.15983], [0.99472, -0.70569, -0.00450], [0.85153, 0.18712, 1.14932], [-0.44180, 0.54442, 0.81990], [-1.17874, 1.45711, 1.14181], [-1.41499, 1.05511, -1.27737], [-1.62052, -0.49847, -1.45998], [1.32885, -1.72483, 0.21762], [1.59614, -0.27844, -0.81448], [1.38993, 0.29045, 1.99999]], "lowdin_charge": [0.050, -0.045, -0.166, 0.081, -0.548, 0.042, 0.127, 0.110, 0.101, 0.111, 0.139]}

Quick look at relative energies in hartree: run w 0.0071; run x 0.1570; run y 0.0000; run z 0.1090.

Run w
{"formula": "C3H5NO2", "method": "ωB97M-V/def2-TZVPD", "molar_mass_g_mol": 87.078, "lumo_energy_ha": 0.0258, "homo_lumo_gap_ev": 9.97, "multiplicity": 1, "e_homo_ev": -9.268, "symbols": ["O", "C", "N", "C", "C", "O", "H", "H", "H", "H", "H"], "coordinates": [[-1.59530, -2.03691, -0.52433], [-0.79496, -1.17352, -0.28301], [-0.95412, -0.09129, 0.57662], [0.06685, 0.77747, 0.37641], [1.16342, -0.00578, -0.20255], [0.45993, -1.10235, -0.81063], [-1.88648, 0.12811, 0.88643], [-0.25353, 1.79312, -0.53753], [0.21096, 1.73627, 0.91133], [1.83038, -0.40904, 0.56566], [1.75260, 0.50549, -0.96151]], "lowdin_charge": [0.118, -0.534, 0.086, -0.258, -0.158, 0.042, 0.164, 0.172, 0.108, 0.131, 0.130]}

Run x
{"formula": "C3H5NO2", "method": "ωB97M-V/def2-TZVPD", "molar_mass_g_mol": 87.078, "lumo_energy_ha": -0.0004, "homo_lumo_gap_ev": 9.07, "multiplicity": 1, "e_homo_ev": -9.082, "symbols": ["N", "C", "O", "C", "C", "O", "H", "H", "H", "H", "H"], "coordinates": [[-1.26196, 0.85462, 0.78186], [-1.08882, -0.34344, 0.17798], [-1.97010, -1.11726, -0.13528], [0.34093, -0.67732, -0.20444], [2.08104, 0.78507, -0.57598], [1.26688, 0.28593, 0.32675], [-0.46432, 1.40010, 1.06681], [-2.18924, 1.12341, 1.07197], [0.60765, -1.69435, 0.07437], [2.27665, -0.06691, -1.29885], [0.40130, -0.54985, -1.28517]], "lowdin_charge": [0.185, -0.529, 0.061, -0.107, 0.075, -0.190, 0.103, 0.121, 0.143, 0.016, 0.121]}

Run y
{"formula": "C3H5NO2", "method": "ωB97M-V/def2-TZVPD", "molar_mass_g_mol": 87.078, "lumo_energy_ha": 0.0238, "homo_lumo_gap_ev": 10.04, "multiplicity": 1, "e_homo_ev": -9.393, "symbols": ["C", "C", "C", "H", "H", "H", "H", "H", "N", "O", "O"], "coordinates": [[1.29550, 0.85221, -0.36166], [-0.24403, 0.58027, -0.77790], [-1.15054, 0.09073, 0.32699], [1.62725, 1.01145, -1.14344], [1.14380, 1.57096, 0.31830], [1.68953, -0.27116, 0.01211], [-2.23674, 0.89542, 0.66008], [-0.22354, -2.55926, 1.25066], [-1.15949, -0.92348, 0.95845], [-0.62160, 0.64258, -1.80647], [-0.12013, -1.88972, 0.56289]], "lowdin_charge": [0.073, -0.483, -0.163, -0.078, 0.038, 0.166, 0.219, 0.082, 0.015, 0.201, -0.072]}

Run z
{"formula": "C3H5NO2", "method": "ωB97M-V/def2-TZVPD", "molar_mass_g_mol": 87.078, "lumo_energy_ha": 0.0326, "homo_lumo_gap_ev": 10.03, "multiplicity": 1, "e_homo_ev": -9.145, "symbols": ["C", "C", "O", "O", "C", "N", "H", "H", "H", "H", "H"], "coordinates": [[-1.90070, 0.25341, -0.43249], [-0.75591, -0.69942, -0.21929], [-0.80089, -1.89165, -0.28595], [0.38102, 0.03375, 0.06882], [1.51542, -0.67042, 0.40432], [2.44205, 0.25980, 0.58351], [-2.09347, 0.80324, 0.49411], [-1.64129, 0.98530, -1.20303], [-2.79022, -0.30375, -0.72468], [3.37043, -0.02773, 0.84743], [2.27356, 1.25745, 0.46727]], "lowdin_charge": [0.011, -0.524, 0.118, -0.050, -0.101, 0.077, 0.091, 0.089, 0.088, 0.092, 0.109]}

Quick look at relative energies in hartree: run w 0.0030; run x 0.0736; run y 0.1773; run z 0.0000.

Run w
{"formula": "C3H5NO2", "method": "ωB97M-V/def2-TZVPD", "molar_mass_g_mol": 87.078, "lumo_energy_ha": 0.0131, "homo_lumo_gap_ev": 10.40, "multiplicity": 1, "e_homo_ev": -10.044, "symbols": ["C", "C", "O", "N", "C", "O", "H", "H", "H", "H", "H"], "coordinates": [[-1.38577, 0.42881, -0.31441], [-0.19678, 0.47272, 0.60797], [-0.14744, 0.75565, 1.75899], [0.77458, -1.06730, 0.06347], [1.64443, -0.22862, -0.37804], [2.72109, 0.01714, -0.81062], [-1.10011, 0.17163, -1.33312], [-1.86765, 1.41077, -0.28538], [-2.07851, -0.32060, 0.07746], [1.04918, -2.03428, 0.21307], [0.83889, 0.89662, -0.16909]], "lowdin_charge": [-0.019, -0.444, 0.105, 0.118, -0.443, 0.132, 0.085, 0.095, 0.097, 0.116, 0.159]}

Run x
{"formula": "C3H5NO2", "method": "ωB97M-V/def2-TZVPD", "molar_mass_g_mol": 87.078, "lumo_energy_ha": -0.0133, "homo_lumo_gap_ev": 9.14, "multiplicity": 1, "e_homo_ev": -9.504, "symbols": ["N", "C", "O", "C", "C", "O", "H", "H", "H", "H", "H"], "coordinates": [[1.46846, -0.47697, -1.23654], [0.38541, -0.91151, -0.69399], [-0.43903, -1.83816, -0.76123], [-0.15361, 0.01679, 0.40650], [-1.39705, 0.57432, 0.88955], [-0.39077, -0.18247, 1.66031], [1.45264, 0.90324, -0.35638], [1.82028, -1.05061, -1.99435], [1.01927, 1.31608, 0.22601], [-1.45095, 1.62774, 1.14526], [-2.31467, 0.02155, 0.71486]], "lowdin_charge": [0.059, -0.623, 0.025, -0.195, 0.030, 0.129, 0.127, 0.075, 0.120, 0.122, 0.131]}

Run y
{"formula": "C3H5NO2", "method": "ωB97M-V/def2-TZVPD", "molar_mass_g_mol": 87.078, "smiles": "[H]/N=C/OCC=O", "lumo_energy_ha": 0.0336, "homo_lumo_gap_ev": 10.66, "multiplicity": 1, "e_homo_ev": -9.750, "symbols": ["H", "N", "C", "O", "C", "C", "O", "H", "H", "H", "H"], "coordinates": [[2.47604, 0.65205, 1.01686], [1.56828, 0.21614, 0.86666], [1.38675, 0.05217, -0.37195], [0.28918, -0.52780, -0.88883], [-0.78542, -0.73937, 0.01312], [-1.65183, 0.52448, 0.01927], [-1.16991, 1.63224, 0.00882], [2.06266, 0.31175, -1.19541], [-0.42393, -0.96951, 1.03078], [-1.32344, -1.60449, -0.38090], [-2.76077, 0.37875, 0.01317]], "lowdin_charge": [0.057, 0.118, -0.312, -0.070, -0.158, -0.208, 0.064, 0.138, 0.122, 0.123, 0.124]}

Quick look at relative energies in hartree: run w 0.0546; run x 0.1471; run y 0.0000.